Record 1
A molecular structure, C30H23BCoN12OS, computed with ωB97M-V/def2-TZVPD.

The geometry in XYZ format:
```
69
Properties=species:S:1:pos:R:3:lowdin_spin:R:1
Co -16.7799 0.9665 3.9240 2.718
C -13.3580 2.9853 5.0304 0.001
C -14.4216 2.1125 5.2798 0.001
N -15.1833 2.0725 4.1964 0.034
N -14.6683 2.8635 3.2607 0.002
C -13.5559 3.4388 3.7365 -0.001
B -15.3306 2.9438 1.8558 0.000
N -15.3210 1.5939 1.1530 0.000
C -14.4372 1.1206 0.2353 0.001
C -14.8470 -0.1446 -0.1143 0.001
C -15.9902 -0.3534 0.6771 0.002
N -16.2767 0.6871 1.4302 0.020
N -16.8017 3.3823 2.0123 0.000
C -17.5015 4.3537 1.3996 0.000
C -18.8322 4.2272 1.7594 0.001
C -18.8376 3.1191 2.6179 0.003
N -17.6145 2.6247 2.7675 0.038
H -12.5253 3.2071 5.6803 0.000
H -14.6742 1.4780 6.1216 0.000
H -12.9803 4.1082 3.1291 0.000
H -14.7001 3.7777 1.2234 0.000
H -13.6350 1.7304 -0.1345 0.000
H -14.3848 -0.8133 -0.8151 0.000
H -16.5908 -1.2529 0.7416 0.000
H -17.0039 5.0579 0.7641 0.000
H -19.6495 4.8433 1.4335 0.000
H -19.6676 2.6940 3.1476 0.000
O -15.6433 -0.6320 3.6110 0.051
C -14.5163 -0.8952 4.1568 0.005
C -13.3253 -0.8204 3.4154 0.006
C -12.1557 -1.3074 3.9496 0.000
C -12.1102 -1.8345 5.2427 0.007
C -13.2542 -1.8259 6.0121 -0.001
C -14.4478 -1.3214 5.5016 0.006
C -15.6752 -1.2372 6.2824 0.001
N -16.6275 -0.3369 6.1368 0.023
C -17.5814 -0.6213 7.1011 0.001
C -17.2040 -1.6821 7.8537 0.001
N -15.9783 -2.0516 7.3319 0.001
H -13.4114 -0.4277 2.4058 0.000
H -11.2508 -1.2991 3.3526 0.000
H -11.1819 -2.2046 5.6604 0.000
H -13.2134 -2.1605 7.0403 0.000
H -18.4779 -0.0426 7.2287 0.000
H -17.6845 -2.1774 8.6737 0.000
H -15.4134 -2.8412 7.6081 0.000
S -23.6995 0.7744 6.5694 0.000
N -22.5293 1.8127 6.9405 0.000
C -21.4746 1.4558 6.2112 0.000
C -20.1791 2.1123 6.2196 0.000
C -19.8407 3.1991 7.0000 -0.001
C -18.5559 3.7186 6.9538 0.001
C -17.6336 3.1036 6.1246 0.004
N -17.9595 2.0719 5.4005 0.036
C -19.1909 1.5547 5.3979 0.002
C -19.4780 0.4026 4.5511 0.001
N -18.5010 -0.1139 3.8021 0.030
C -18.5724 -1.1858 3.0644 0.000
C -19.7671 -1.8538 2.9975 0.001
C -20.8367 -1.3478 3.7256 -0.003
C -20.7158 -0.2322 4.5225 0.001
C -21.7314 0.3195 5.3823 0.000
N -22.9632 -0.1606 5.5031 0.000
H -20.5837 3.6485 7.6383 0.000
H -18.2800 4.5701 7.5690 0.000
H -16.6131 3.4484 6.0199 0.001
H -17.6356 -1.4534 2.5874 0.000
H -19.8885 -2.7453 2.4057 0.000
H -21.7952 -1.8436 3.7025 0.000
```

HOMO (alpha / beta)	-6.689 / -6.897	eV
M	669.41	g mol⁻¹
expectation value of S²	3.759
multiplicity	4
energy relative to the best compared isomer or geometry (same formula, charge and spin)	0.0	kcal per mole

---

Record 2
A molecular structure, C30H23Cl2F5N3O3S5ScSi, computed with ωB97M-V/def2-TZVPD.

The geometry in XYZ format:
```
73
Properties=species:S:1:pos:R:3:mulliken_charge:R:1
Sc -0.4503 0.2805 -0.3655 -0.002
O -2.9577 6.0441 -1.8508 -0.675
C -2.7447 4.9413 -1.3946 0.646
S -3.2779 3.4373 -2.1385 -0.227
C -2.6352 2.3231 -0.9296 0.457
C -1.9430 2.8773 0.0880 -0.318
S -1.1723 2.0347 1.4150 -0.490
S -1.8349 4.6391 0.0861 -0.189
S -2.9696 0.6338 -1.1085 -0.589
F 3.0409 -4.9262 3.0267 -0.346
C 2.4204 -3.7863 3.3988 0.264
C 1.8692 -2.9420 2.4514 -0.106
F 1.9350 -3.2948 1.1598 -0.272
C 1.2421 -1.7777 2.8457 -0.612
F 0.7402 -0.9963 1.8613 0.535
C 1.0681 -1.3993 4.1937 0.516
S 0.1992 -0.0011 4.6834 -0.434
C 1.6426 -2.2987 5.1083 0.192
F 1.5512 -2.0608 6.4292 -0.368
C 2.3058 -3.4493 4.7307 0.392
F 2.8328 -4.2720 5.6632 -0.345
Cl 1.5453 -3.5762 -6.6176 -0.280
C 1.0955 -2.9648 -5.0406 0.154
C 1.0603 -3.8439 -3.9540 -0.614
C 0.7187 -3.3783 -2.7126 0.378
Cl 0.6425 -4.4846 -1.3804 -0.206
C 0.4156 -2.0004 -2.4497 -0.734
O 0.1667 -1.6078 -1.2671 0.548
C 0.4115 -1.1619 -3.6061 1.191
C -0.0302 0.2117 -3.5212 -0.645
O -0.4487 0.7700 -2.5211 0.073
C 0.7628 -1.6503 -4.8710 -1.099
H 1.2971 -4.8902 -4.0889 0.459
H -0.0111 0.7832 -4.4639 0.100
H 0.7590 -0.9694 -5.7144 0.418
N -4.3871 -3.8674 2.7908 -0.603
C -3.4952 -3.0087 2.1462 1.023
C -2.8409 -1.9943 2.8318 -1.048
C -1.9552 -1.1812 2.1539 -0.672
N -1.6632 -1.3265 0.8551 0.920
C -2.2774 -2.3229 0.2095 -0.571
C -3.1870 -3.1733 0.7980 -0.912
H -4.7928 -3.4747 3.6262 0.247
H -5.0913 -4.2550 2.1824 0.226
H -3.0044 -1.8254 3.8887 0.384
H -1.4407 -0.3955 2.6919 0.325
H -2.0272 -2.4385 -0.8359 0.494
H -3.6480 -3.9587 0.2117 0.330
C 4.2981 2.1056 -0.1816 -1.312
Si 2.9543 0.8558 0.2864 -0.034
C 3.6461 -0.8501 -0.1233 -0.580
C 2.7722 1.0673 2.1433 -0.844
N 1.4927 1.1548 -0.6005 0.855
C 1.6900 2.0501 -1.6661 -0.366
C 1.0567 3.2966 -1.6980 -0.008
C 1.1807 4.1472 -2.7855 -0.659
C 1.9651 3.7932 -3.8769 -0.624
C 2.6295 2.5713 -3.8531 -0.803
C 2.4933 1.7160 -2.7712 0.201
H 5.0720 2.0767 0.5920 0.409
H 3.8911 3.1191 -0.2141 0.357
H 4.7705 1.9019 -1.1438 0.314
H 4.4226 -1.1780 0.5736 0.401
H 4.0801 -0.8306 -1.1282 0.354
H 2.8489 -1.5933 -0.1233 -0.247
H 3.3147 0.2878 2.6869 0.328
H 1.7475 1.0782 2.5144 0.026
H 3.2155 2.0280 2.4220 0.459
H 0.4506 3.5763 -0.8461 0.410
H 0.6534 5.0946 -2.7775 0.407
H 2.0578 4.4557 -4.7290 0.366
H 3.2514 2.2763 -4.6921 0.359
H 2.9885 0.7506 -2.7733 0.317
```

HOMO	-1.915	eV
charge	-2
M	872.80	g mol⁻¹
energy relative to the best compared isomer or geometry (same formula, charge and spin)	1.6	kcal per mole

---

Record 3
A molecular structure, C30H23Cl2N6O10S2W, computed with ωB97M-V/def2-TZVPD.

The geometry in XYZ format:
```
74
Properties=species:S:1:pos:R:3:mulliken_charge:R:1
W -0.2052 0.2627 -0.2026 1.782
O -0.4914 4.2588 -0.6828 -0.560
C -0.1796 3.1978 -0.2570 -0.020
O -0.5570 2.0160 -0.8846 -0.650
C 0.6380 2.8632 0.9421 0.382
C 1.5566 3.6401 1.5346 -0.364
C 2.4217 3.0474 2.5420 -0.651
C 2.5163 1.7209 2.7855 -0.694
C 1.6404 0.8726 2.0321 -0.477
C 0.5158 1.4538 1.3105 1.329
O -0.7226 0.9433 1.5823 -0.451
N 1.8375 -0.4195 1.8101 0.912
O 0.9963 -0.9233 0.7937 -0.463
O 2.5891 -1.2074 2.3212 -0.726
N 3.3126 3.9576 3.2817 1.015
O 3.1898 5.1433 3.0570 -0.594
O 4.0606 3.4664 4.0992 -0.617
H 1.7188 4.6714 1.2538 0.593
H 3.2356 1.3223 3.4873 0.623
N 2.4074 -6.6763 -1.5905 -0.461
C 1.7312 -5.5483 -1.9262 1.174
C 0.9388 -4.8813 -0.9738 -1.085
C 0.2603 -3.7349 -1.3162 -0.339
C 0.3674 -3.2204 -2.6042 -0.189
C 1.1501 -3.8638 -3.5583 -0.355
C 1.8185 -5.0201 -3.2254 -0.828
S -0.4903 -1.7764 -3.0414 1.129
O -1.8528 -1.8460 -2.5921 -0.586
O -0.1930 -1.4186 -4.3885 -0.714
N 0.1790 -0.6032 -2.0394 -0.412
C 1.5282 -0.2781 -2.1257 0.717
N 1.7563 0.6352 -1.1701 -0.038
C 3.0172 1.0006 -0.9271 0.263
C 4.0218 0.4996 -1.7284 -0.970
C 3.6598 -0.4143 -2.7216 -0.357
N 2.4106 -0.8362 -2.9222 -0.379
H 2.3019 -7.0904 -0.6833 0.196
H 2.9219 -7.1920 -2.2797 0.191
H 0.8590 -5.2754 0.0311 0.329
H -0.3615 -3.2507 -0.5695 0.478
H 1.2361 -3.4456 -4.5510 0.517
H 2.4237 -5.5243 -3.9678 0.323
H 3.1960 1.7079 -0.1275 0.356
H 5.0491 0.7973 -1.5880 0.452
H 4.4162 -0.8362 -3.3725 0.456
Cl -1.6507 -2.2508 2.1999 -0.050
C -2.0460 -1.2951 3.6418 -0.276
Cl -3.4724 -0.2832 3.3943 -0.122
H -1.2052 -0.6463 3.8558 0.055
H -2.2431 -1.9813 4.4561 0.455
O -2.1572 -0.1646 -0.3380 0.159
S -3.3614 0.1500 -1.2859 0.283
C -4.3971 -1.2682 -1.1647 0.389
C -4.7871 -1.8640 -2.3539 -0.184
C -5.6558 -2.9448 -2.2954 -0.744
C -6.0878 -3.4167 -1.0652 -0.451
C -5.6690 -2.8158 0.1184 -0.720
C -4.8259 -1.7217 0.0776 -0.156
C -4.3047 1.3329 -0.3463 0.667
C -5.5915 1.6030 -0.7950 -0.796
C -6.3297 2.5790 -0.1488 -0.682
C -5.7826 3.2709 0.9251 -0.558
C -4.4963 2.9872 1.3559 -1.040
C -3.7397 2.0123 0.7175 -0.119
H -4.4039 -1.5065 -3.2995 0.463
H -5.9807 -3.4233 -3.2086 0.432
H -6.7580 -4.2651 -1.0237 0.416
H -6.0107 -3.1977 1.0707 0.459
H -4.5019 -1.2298 0.9856 0.306
H -6.0213 1.0580 -1.6268 0.467
H -7.3351 2.7960 -0.4821 0.409
H -6.3644 4.0311 1.4282 0.417
H -4.0715 3.5194 2.1962 0.499
H -2.7496 1.7707 1.0766 0.785
```

HOMO	-10.746	eV
charge	+1
M	946.43	g mol⁻¹
energy relative to the best compared isomer or geometry (same formula, charge and spin)	5.6	kcal per mole

---

Q: What is the M in the first record?
A: 669.41 g mol⁻¹

---

Q: What is the formula in the third record?
A: C30H23Cl2N6O10S2W